Record 1
DFT (ωB97M-V/def2-TZVPD) results for a molecular structure, C19H24CrN3O6S3.

gap between HOMO and LUMO (alpha / beta)	0.2307 / 0.2315	hartree
multiplicity	2
<S²>	0.764
E_HOMO (alpha / beta)	-1.7 / -1.7	eV
M	538.61	g mol⁻¹
net charge	-2
strongest force on any atom	0.75	eV/A

```
56
Properties=species:S:1:pos:R:3:nbo_charge:R:1
Cr -0.6104 0.5100 1.0016 1.164
C -0.0027 -3.3118 0.4059 -0.403
N -0.1288 -2.1487 -0.4641 -0.477
C 1.1885 -1.6397 -0.8286 -0.248
C 1.2064 -0.2503 -1.4375 -0.230
N 1.1132 0.8760 -0.4658 -0.484
C 2.3940 0.9493 0.2861 -0.420
C 0.9555 2.1317 -1.2191 0.217
C 1.8584 2.4482 -2.2343 -0.241
C 1.7753 3.6316 -2.9485 -0.267
C 0.7687 4.5387 -2.6287 -0.226
C -0.1241 4.2387 -1.6190 -0.220
C -0.0605 3.0342 -0.8942 -0.182
S -1.2327 2.7415 0.3633 -0.184
C -1.0110 -2.3312 -1.5730 0.196
C -1.0239 -3.5206 -2.3003 -0.246
C -1.9001 -3.7195 -3.3592 -0.276
C -2.7806 -2.6998 -3.7024 -0.234
C -2.7782 -1.5131 -2.9867 -0.228
C -1.9067 -1.2981 -1.9076 -0.191
S -1.9848 0.2374 -1.0711 -0.235
H 0.6060 -4.1167 -0.0413 0.141
H -0.9972 -3.7008 0.6202 0.197
H 0.4692 -3.0185 1.3419 0.251
H 1.6427 -2.2946 -1.5942 0.151
H 1.8181 -1.6933 0.0631 0.281
H 0.3961 -0.1363 -2.1497 0.239
H 2.1536 -0.1575 -1.9811 0.167
H 3.2372 1.0570 -0.4044 0.164
H 2.5527 0.0508 0.8816 0.269
H 2.3721 1.8147 0.9486 0.196
H 2.6445 1.7481 -2.4860 0.203
H 2.4880 3.8392 -3.7381 0.192
H 0.6846 5.4766 -3.1676 0.191
H -0.9150 4.9334 -1.3594 0.207
H -0.3396 -4.3146 -2.0253 0.200
H -1.8988 -4.6590 -3.9007 0.186
H -3.4795 -2.8340 -4.5213 0.187
H -3.4745 -0.7198 -3.2346 0.207
N 0.0949 1.6615 2.6767 -0.830
C -0.8824 1.8115 3.7720 -0.199
C -1.4302 0.4772 4.2578 -0.539
C -2.4684 -0.0802 3.3014 0.796
O -3.4792 -0.6179 3.7424 -0.691
O -2.2364 0.0862 2.0388 -0.796
H 0.9218 1.1586 3.0175 0.433
H 0.3634 2.5852 2.3667 0.382
H -1.6991 2.4240 3.3862 0.187
H -0.4276 2.3524 4.6070 0.169
H -1.8937 0.5883 5.2365 0.209
H -0.6247 -0.2523 4.3621 0.258
O 2.1938 -0.0494 3.3331 -1.069
S 1.6671 -1.3055 2.7555 2.597
O 2.6308 -1.9337 1.8442 -1.046
O 0.4640 -0.8695 1.8782 -1.056
O 1.1303 -2.2156 3.7553 -1.021
```

***

Record 2
DFT (ωB97M-V/def2-TZVPD) results for 4 unconnected molecules or ions with the total composition C19H24F24NO4.

gap between HOMO and LUMO	0.3745	hartree
E_HOMO	-13.5	eV
M	786.36	g mol⁻¹
net charge	+1
strongest force on any atom	0.52	eV/A

```
72
Properties=species:S:1:pos:R:3:lowdin_charge:R:1
C 1.4492 1.2429 -4.3589 -0.030
C 0.9040 -0.1956 -4.4470 -0.391
C -0.5348 -0.3576 -3.9367 -0.060
C 1.7881 -1.1545 -3.6535 -0.074
N 1.5008 -2.5828 -4.0767 0.044
O 1.2436 -3.4470 -3.0010 0.062
H 1.6872 1.6208 -5.3520 0.088
H 0.7092 1.9077 -3.9171 0.081
H 2.3672 1.3048 -3.7736 0.083
H 0.8991 -0.5071 -5.4997 0.138
H -0.5524 -0.4431 -2.8535 0.060
H -0.9904 -1.2695 -4.3446 0.079
H -1.1736 0.4630 -4.2578 0.099
H 2.8568 -0.9671 -3.7324 0.142
H 1.5098 -1.1453 -2.6001 0.136
H 0.6992 -2.5781 -4.7153 0.178
H 2.2930 -3.0021 -4.5679 0.203
H 0.2856 -3.4146 -2.8365 0.123
C -2.9996 -0.4396 1.9557 -0.024
C -3.3368 -1.6914 2.7753 -0.444
C -2.1521 -2.5957 3.1171 -0.311
F -1.6345 -3.1063 1.9769 0.079
F -2.5693 -3.6243 3.8802 0.114
F -4.3135 -2.4036 2.1802 0.145
F -3.8035 -1.2359 3.9693 0.120
O -3.2393 -0.5139 0.5513 0.061
C -2.3181 -0.9358 -0.3364 -0.549
C -2.8077 -2.1473 -1.1510 -0.255
F -3.0375 -3.1987 -0.3644 0.130
F -1.8083 -2.4970 -2.0325 0.045
F -1.1128 -1.1929 0.2050 0.141
F -2.1263 0.0663 -1.2512 0.105
H -3.6926 0.3245 2.3033 0.153
H -1.9902 -0.0883 2.1695 0.138
H -1.3861 -2.0369 3.6590 0.167
H -3.7048 -1.8926 -1.7159 0.182
C 2.6406 -3.3829 1.6250 -0.041
C 2.1291 -2.1101 2.3107 -0.433
C 2.2133 -0.7927 1.5297 -0.315
F 3.4901 -0.4533 1.2768 0.102
F 1.6458 0.1836 2.2679 0.107
F 2.6797 -1.9660 3.5247 0.159
F 0.7796 -2.3007 2.4617 0.079
O 3.9386 -3.8105 1.9704 0.059
C 5.0401 -3.4154 1.2662 -0.543
C 6.0633 -2.7029 2.1631 -0.285
F 5.5076 -1.6020 2.7024 0.106
F 7.1108 -2.3280 1.3998 0.106
F 4.7147 -2.6534 0.2005 0.136
F 5.6456 -4.5248 0.7890 0.148
H 1.9811 -4.1709 1.9869 0.154
H 2.5101 -3.3168 0.5439 0.140
H 1.6659 -0.8788 0.5858 0.158
H 6.4005 -3.3741 2.9545 0.179
C -1.8245 5.1755 -0.3558 -0.044
C -1.0899 3.8734 -0.0135 -0.434
C -1.9208 2.7125 0.5414 -0.300
F -2.4712 3.0204 1.7290 0.107
F -1.0930 1.6526 0.7344 0.080
F -0.0423 4.1102 0.7914 0.151
F -0.6034 3.3920 -1.2072 0.082
O -1.7476 6.2030 0.6048 0.055
C -2.6860 6.3422 1.5916 -0.546
C -2.0455 6.2852 2.9866 -0.284
F -1.4358 5.0947 3.1603 0.099
F -3.0181 6.4081 3.9115 0.109
F -3.6775 5.4411 1.4761 0.151
F -3.2359 7.5679 1.4674 0.153
H -1.2956 5.5678 -1.2236 0.151
H -2.8522 4.9737 -0.6606 0.150
H -2.7068 2.4227 -0.1605 0.169
H -1.3191 7.0914 3.1003 0.177
```

***

Record 3
DFT (ωB97M-V/def2-TZVPD) results for 2 unconnected molecules or ions with the total composition C19H24F3NO6S2.

gap between HOMO and LUMO	0.1428	hartree
E_HOMO	-6.0	eV
M	483.53	g mol⁻¹
strongest force on any atom	0.75	eV/A

```
55
Properties=species:S:1:pos:R:3:nbo_charge:R:1
C 2.2687 0.6958 3.5766 -0.194
C 2.1894 0.3494 2.4336 -0.032
C 2.1055 -0.0084 1.0137 -0.536
C 3.0677 0.8551 0.2543 0.157
C 4.2285 0.3238 -0.2897 -0.211
C 5.0939 1.1270 -0.9831 0.075
N 4.8157 2.4238 -1.1358 -0.421
C 3.6926 2.9759 -0.6445 0.048
C 2.7813 2.2201 0.0603 -0.205
S 1.2979 2.9110 0.6913 0.353
C 0.8805 4.1075 -0.6238 -0.635
C -0.6134 4.2486 -0.7891 0.795
O -1.0660 4.8428 -1.7235 -0.559
O -1.3213 3.6645 0.1680 -0.508
C -2.6754 3.3027 -0.1729 -0.077
C -3.0841 2.2295 0.8261 0.073
C -2.4350 0.9038 0.4749 -0.647
O -4.5153 2.1824 0.6755 -0.537
C -5.1395 1.1989 1.3733 0.794
O -4.8269 0.9053 2.4880 -0.563
C -6.2524 0.5349 0.6113 -0.633
S -5.7568 -1.1433 0.1294 0.019
H 2.5689 1.0841 4.5191 0.241
H 1.1000 0.2065 0.6563 0.292
H 2.3580 -1.0532 0.8632 0.295
H 4.4397 -0.7266 -0.1639 0.270
H 6.0018 0.7508 -1.4249 0.242
H 5.4497 3.0184 -1.6481 0.440
H 3.5604 4.0311 -0.8156 0.234
H 1.2653 3.7333 -1.5689 0.253
H 1.3346 5.0719 -0.4153 0.246
H -2.6956 2.8794 -1.1745 0.199
H -3.3262 4.1698 -0.1226 0.210
H -2.8132 2.5425 1.8330 0.202
H -1.3810 1.0909 0.2683 0.219
H -2.4968 0.1718 1.2729 0.249
H -2.8673 0.5157 -0.4459 0.218
H -7.1319 0.4635 1.2410 0.251
H -6.4910 1.0969 -0.2850 0.242
H -5.2023 -0.8644 -1.0550 0.125
C 1.4217 -6.0932 0.1072 -0.645
C 0.9394 -5.8998 -1.3276 -0.070
O -0.1265 -4.9982 -1.4935 -0.578
C 0.1940 -3.5732 -1.5726 0.331
O 1.1811 -3.2474 -2.3472 -0.884
C 0.4089 -2.9697 -0.1552 0.911
F -0.3955 -3.4488 0.8217 -0.344
F 0.1526 -1.6310 -0.2203 -0.378
F 1.6738 -3.0529 0.3286 -0.361
H 0.5755 -6.1398 0.7938 0.207
H 1.9895 -7.0244 0.1842 0.193
H 2.0784 -5.2880 0.4300 0.205
H 0.5451 -6.8597 -1.6761 0.160
H 1.7706 -5.6412 -1.9915 0.185
H -0.8175 -3.1661 -1.8301 0.082
```

***

Record 4
DFT (ωB97M-V/def2-TZVPD) results for C19H24N2O3 in the gas phase.

gap between HOMO and LUMO	0.3483	hartree
E_HOMO	-9.0	eV
M	328.41	g mol⁻¹
strongest force on any atom	0.62	eV/A

```
48
Properties=species:S:1:pos:R:3:nbo_charge:R:1
C 1.8154 -6.0282 -0.6192 -0.625
C 0.7672 -5.0489 -0.1874 -0.045
C -0.2919 -5.4554 0.6179 -0.184
C -1.2702 -4.5601 1.0028 -0.197
C -1.2434 -3.2327 0.5924 0.043
C -2.3111 -2.2841 1.0327 -0.640
C -0.1745 -2.8152 -0.2125 -0.185
C -0.0896 -1.4129 -0.6675 0.599
O -1.0363 -0.7421 -1.0027 -0.537
C 1.3196 -0.8046 -0.6537 -0.337
N 1.1963 0.6277 -0.6519 -0.473
C 1.4708 1.4161 -1.7774 0.803
O 2.0280 1.0311 -2.7721 -0.619
N 1.0312 2.6566 -1.4771 -0.619
C 0.3102 2.7281 -0.2217 0.030
C 0.9175 3.7897 0.7025 -0.396
C 0.1347 3.9036 2.0071 -0.409
C -1.3481 4.2055 1.7735 -0.212
C -1.5806 5.6192 1.2426 -0.611
C -1.9408 3.1308 0.8581 -0.409
C -1.1834 3.0027 -0.4595 -0.402
C 0.4995 1.3080 0.3058 0.724
O 0.1291 0.8405 1.3545 -0.600
C 0.8174 -3.7231 -0.5828 -0.130
H 2.6807 -5.5170 -1.0330 0.215
H 2.1362 -6.6421 0.2201 0.219
H 1.4128 -6.6929 -1.3836 0.222
H -0.3458 -6.4836 0.9460 0.211
H -2.0795 -4.8971 1.6345 0.210
H -1.8760 -1.3584 1.4054 0.236
H -2.9227 -2.7309 1.8128 0.209
H -2.9503 -2.0245 0.1903 0.237
H 1.8622 -1.0750 -1.5645 0.266
H 1.8682 -1.1443 0.2282 0.234
H 1.0207 3.3963 -2.1579 0.417
H 1.9569 3.5289 0.9145 0.219
H 0.9157 4.7449 0.1732 0.204
H 0.2152 2.9574 2.5438 0.230
H 0.5815 4.6844 2.6257 0.207
H -1.8569 4.1344 2.7415 0.207
H -1.1093 5.7732 0.2763 0.193
H -2.6464 5.8067 1.1328 0.211
H -1.1760 6.3518 1.9375 0.210
H -1.8991 2.1714 1.3753 0.230
H -2.9879 3.3557 0.6473 0.209
H -1.6041 2.1830 -1.0465 0.234
H -1.2750 3.9209 -1.0441 0.202
H 1.6275 -3.3952 -1.2172 0.200
```

***

Record 5
DFT (ωB97M-V/def2-TZVPD) results for C19H24N2O3 in the gas phase.

gap between HOMO and LUMO	0.3192	hartree
E_HOMO	-8.2	eV
M	328.41	g mol⁻¹
strongest force on any atom	0.75	eV/A

```
48
Properties=species:S:1:pos:R:3:nbo_charge:R:1
C -0.3053 -3.1091 -1.7925 -0.611
C 1.0038 -2.6115 -1.1912 -0.393
C 1.3023 -3.3020 0.1395 -0.401
C 2.6212 -2.8524 0.7790 -0.405
C 2.4623 -1.6817 1.7581 -0.201
N 1.9315 -0.4995 1.1370 -0.341
C 0.6530 -0.0857 1.2134 0.098
C 0.4641 1.0620 0.4634 -0.278
C -0.7616 1.7967 0.2919 0.491
O -0.8764 2.8147 -0.3728 -0.561
C -1.9465 1.1814 1.0368 0.601
O -1.8773 0.9257 2.2280 -0.626
N -3.0634 0.9520 0.3114 -0.406
C -3.1607 1.0508 -1.1249 -0.265
C -2.9252 -0.3516 -1.7236 -0.077
O -3.2233 -1.3625 -0.7814 -0.526
C -4.3786 -1.0633 -0.0317 -0.082
C -4.1265 0.1516 0.8878 -0.253
C 1.7423 1.3639 -0.1249 0.006
C 2.1966 2.3736 -0.9668 -0.205
C 3.5232 2.3605 -1.3420 -0.224
C 4.3961 1.3680 -0.8934 -0.212
C 3.9675 0.3563 -0.0584 -0.237
C 2.6319 0.3612 0.3206 0.115
H -0.2810 -4.1898 -1.9166 0.199
H -0.4703 -2.6591 -2.7689 0.206
H -1.1472 -2.8548 -1.1524 0.218
H 0.9476 -1.5307 -1.0555 0.200
H 1.8222 -2.8138 -1.8871 0.194
H 0.4764 -3.1254 0.8316 0.194
H 1.3469 -4.3782 -0.0421 0.206
H 3.3261 -2.5750 -0.0066 0.207
H 3.0580 -3.6800 1.3411 0.213
H 3.4368 -1.4398 2.1950 0.209
H 1.7854 -1.9709 2.5661 0.211
H -0.0641 -0.6086 1.8162 0.240
H -2.4433 1.7694 -1.5136 0.255
H -4.1685 1.4069 -1.3630 0.196
H -3.5383 -0.4851 -2.6278 0.169
H -1.8743 -0.4959 -1.9817 0.194
H -5.2242 -0.8710 -0.7082 0.160
H -4.5971 -1.9562 0.5555 0.203
H -3.7890 -0.1588 1.8787 0.243
H -5.0352 0.7539 0.9923 0.196
H 1.5182 3.1407 -1.3037 0.238
H 3.9020 3.1337 -1.9939 0.213
H 5.4296 1.3941 -1.2061 0.213
H 4.6517 -0.4040 0.2875 0.214
```

***

Record 6
DFT (ωB97M-V/def2-TZVPD) results for a molecular structure, C19H24N2O3PS3Ti.

gap between HOMO and LUMO (alpha / beta)	0.2710 / 0.2813	hartree
multiplicity	2
<S²>	0.755
E_HOMO (alpha / beta)	-7.6 / -7.8	eV
M	503.45	g mol⁻¹
strongest force on any atom	0.60	eV/A

```
53
Properties=species:S:1:pos:R:3:nbo_charge:R:1
Ti 0.6566 0.3330 1.1373 1.241
O 0.4720 -1.5882 1.3012 -0.630
N 1.1697 -2.4292 0.5226 -0.004
C 0.6753 -3.6774 0.3955 0.055
C 1.3483 -4.5991 -0.3551 -0.262
C 2.5411 -4.2058 -0.9750 -0.154
C 3.0098 -2.9265 -0.8300 -0.229
C 2.3070 -1.9841 -0.0563 0.059
S 2.7996 -0.3578 0.2103 -0.158
H -0.2481 -3.8417 0.9285 0.247
H 0.9490 -5.5967 -0.4518 0.238
H 3.0967 -4.9135 -1.5755 0.229
H 3.9238 -2.5996 -1.3037 0.240
C 0.6097 2.1749 -3.8749 -0.637
C 0.4101 3.0732 -2.6738 0.127
C 1.5629 3.0278 -1.6955 -0.647
O -0.8770 2.7734 -2.0525 -0.862
P -1.2791 1.7164 -0.9462 1.774
S -0.8098 2.3284 0.8945 -0.552
S -0.4613 -0.0651 -1.2375 -0.578
O -2.8533 1.7542 -1.0422 -0.837
C -3.6870 1.6949 -2.2387 0.121
C -3.8882 3.0922 -2.7859 -0.632
C -3.1765 0.7087 -3.2679 -0.646
H 1.4974 2.5033 -4.4178 0.217
H -0.2427 2.2330 -4.5519 0.213
H 0.7501 1.1375 -3.5722 0.230
H 0.2621 4.1006 -3.0102 0.190
H 1.7628 2.0062 -1.3665 0.228
H 1.3772 3.6524 -0.8237 0.232
H 2.4596 3.3924 -2.1996 0.222
H -4.6333 1.3276 -1.8389 0.193
H -2.9799 3.4711 -3.2512 0.219
H -4.1828 3.7726 -1.9883 0.224
H -4.6815 3.0763 -3.5353 0.213
H -2.2306 1.0321 -3.7030 0.215
H -3.9129 0.6468 -4.0713 0.220
H -3.0415 -0.2838 -2.8424 0.232
C 1.5820 1.1132 2.9477 -0.892
C 1.0956 -0.0247 3.7378 -0.002
C -0.2723 -0.1465 4.0216 -0.264
C -0.7990 -1.3206 4.5437 -0.150
C 0.0414 -2.3911 4.8123 -0.164
C 1.4186 -2.2739 4.5853 -0.151
C 1.9312 -1.1143 4.0582 -0.225
C -0.5083 -3.6225 5.3207 0.274
N -0.9426 -4.6080 5.7242 -0.333
H 2.6617 1.2389 2.9657 0.229
H 1.0678 2.0454 3.1905 0.226
H -0.9345 0.6902 3.8214 0.228
H -1.8597 -1.4064 4.7374 0.226
H 2.0698 -3.1052 4.8217 0.222
H 2.9926 -1.0348 3.8568 0.222
```

***

Values for energy, eV, ordered as above
-97779.20515; -94983.99511; -63685.55052; -29217.67594; -29215.54694; -94128.38686